1.
This record from the OMol25 dataset describes a molecular structure, C18H22ClDyN5O7P2 at a distorted geometry. The level of theory is ωB97M-V/def2-TZVPD.

The charge is +1. The spin multiplicity is 6. The calculation puts the maximum force at 1.1 eV/A. The energy relative to the best compared isomer or geometry (same formula, charge and spin) comes out at 0.7799 eV. The LUMO energy (alpha / beta) is -3.44 / -2.31 eV.

Each line ends with the Mulliken spin population.
Element x y z (Å)
1 Dy 0.66520 0.32859 0.38547  5.20
2 C -0.45560 -1.12093 -2.58893  0.00
3 N 0.86559 -0.79856 -2.02684  0.00
4 C 1.79403 -1.93358 -1.95637  0.00
5 C 1.64303 -2.65013 -0.65001  -0.01
6 N 1.28802 -2.05103 0.45792  -0.04
7 C 1.35763 -3.02308 1.45406  -0.01
8 C 1.10862 -2.93746 2.82172  0.00
9 C 1.26408 -4.09087 3.56196  0.00
10 C 1.65502 -5.30371 2.97301  0.00
11 C 1.91083 -5.40035 1.61996  0.00
12 C 1.75585 -4.23235 0.88349  0.00
13 N 1.92877 -3.95874 -0.46832  0.00
14 C -1.56403 -0.67806 -1.68481  0.00
15 N -1.48136 -0.71167 -0.37351  0.00
16 C -2.72259 -0.26553 0.07813  0.00
17 C -3.20063 -0.10163 1.37666  0.00
18 C -4.48406 0.38149 1.52533  0.00
19 C -5.28754 0.69458 0.41711  0.00
20 C -4.83049 0.52950 -0.87558  0.00
21 C -3.53577 0.04699 -1.00992  0.00
22 N -2.76064 -0.24339 -2.12889  0.00
23 H -0.53747 -2.20465 -2.71532  0.00
24 H -0.58140 -0.68339 -3.58181  0.00
25 H 1.29910 -0.04484 -2.54580  0.00
26 H 2.81330 -1.54460 -2.02196  0.00
27 H 1.66623 -2.63064 -2.79172  0.00
28 H 0.83866 -2.00463 3.29788  0.00
29 H 1.08942 -4.05763 4.62839  0.00
30 H 1.76522 -6.17955 3.59698  0.00
31 H 2.22023 -6.33098 1.16607  0.00
32 H 2.23323 -4.59535 -1.18487  0.00
33 H -2.59673 -0.33620 2.24401  0.00
34 H -4.88513 0.52053 2.51969  0.00
35 H -6.28808 1.06924 0.58146  0.00
36 H -5.44924 0.76512 -1.72967  0.00
37 H -3.02045 -0.13881 -3.09490  0.00
38 C 1.17859 5.23865 -0.31930  0.00
39 C 1.24345 3.79063 0.16008  0.00
40 O 1.81543 3.80013 1.45527  0.00
41 P 2.36718 2.85263 -0.95984  -0.01
42 O 3.78310 3.50911 -0.86370  0.00
43 O 1.96426 3.19899 -2.44484  0.00
44 O 2.37282 1.37901 -0.66791  -0.02
45 P -0.41479 2.95824 0.08268  -0.03
46 O -1.55925 4.02631 -0.06252  0.00
47 O -0.31194 2.09604 -1.16611  0.00
48 O -0.52841 2.06296 1.29828  -0.03
49 H 2.18230 5.64186 -0.44940  0.00
50 H 0.67074 5.82437 0.44612  0.00
51 H 0.63230 5.34222 -1.25520  0.00
52 H 1.71588 2.93123 1.89517  0.00
53 H 4.22808 3.38523 -0.01366  0.00
54 H 1.02940 2.93502 -2.55092  0.00
55 H -1.91529 4.39701 0.75480  0.00
56 Cl 2.06527 0.54667 2.50092  -0.03

***

2.
This record from the OMol25 dataset describes a single C18H22ClN3O2 molecule. The level of theory is ωB97M-V/def2-TZVPD.

As for the structure (SMILES): COCCCN(C(=O)Nc1cccc(Cl)c1)[C@@H](C)c1ccccn1. The charge is 0. The spin multiplicity is 1. The calculation puts the maximum force at 0.5 eV/A. The energy relative to the best compared isomer or geometry (same formula, charge and spin) comes out at 0.1252 eV. The LUMO energy is 0.59 eV.

Each line ends with the natural charge from an NBO analysis.
Element x y z (Å)
1 C 0.34989 -3.26181 -1.70162  -0.25
2 O -0.81328 -2.47617 -1.72219  -0.56
3 C -1.08012 -1.91332 -2.99050  -0.07
4 C -2.11893 -0.80463 -2.83982  -0.43
5 H -2.89661 -1.15461 -2.15882  0.20
6 H -2.57248 -0.60971 -3.81257  0.21
7 C -1.50661 0.50518 -2.32746  -0.21
8 N -0.92893 0.40931 -1.00084  -0.47
9 C 0.42345 0.16888 -0.93956  0.82
10 O 1.09148 0.04807 -1.95059  -0.68
11 N 0.94161 0.13372 0.32930  -0.68
12 C 2.24153 -0.15228 0.70638  0.26
13 C 3.22583 -0.61592 -0.16594  -0.28
14 C 4.49160 -0.90083 0.30835  -0.18
15 C 4.81390 -0.73661 1.64526  -0.28
16 C 3.83125 -0.27606 2.50525  0.00
17 C 2.55865 0.01406 2.05743  -0.31
18 H 1.80772 0.36919 2.74660  0.22
19 Cl 4.20026 -0.05568 4.18441  -0.01
20 H 5.80281 -0.95795 2.01297  0.22
21 H 5.24610 -1.25742 -0.37667  0.21
22 H 2.99140 -0.73381 -1.20988  0.25
23 H 0.35623 0.50836 1.07822  0.44
24 C -1.87801 0.34411 0.10868  -0.06
25 C -1.77844 1.57442 0.99214  0.23
26 N -0.80027 1.60621 1.89090  -0.48
27 C -0.66761 2.66176 2.67368  0.06
28 C -1.51433 3.75619 2.61554  -0.26
29 C -2.53989 3.73450 1.68366  -0.15
30 C -2.67568 2.62898 0.85990  -0.24
31 H -3.46657 2.58421 0.12664  0.22
32 H -3.22461 4.56581 1.59990  0.22
33 H -1.37436 4.59694 3.27593  0.23
34 H 0.15466 2.62134 3.37599  0.20
35 C -1.80522 -0.95734 0.91587  -0.63
36 H -0.99329 -0.95177 1.63495  0.22
37 H -1.66244 -1.78719 0.22947  0.25
38 H -2.73863 -1.09470 1.45754  0.21
39 H -2.86429 0.37495 -0.36531  0.21
40 H -0.70181 0.80713 -3.00123  0.24
41 H -2.26967 1.29076 -2.32073  0.19
42 H -1.45692 -2.69869 -3.66642  0.16
43 H -0.15698 -1.50063 -3.41675  0.19
44 H 1.22705 -2.66735 -1.97948  0.18
45 H 0.46562 -3.62467 -0.68181  0.19
46 H 0.26497 -4.11495 -2.38679  0.16

***

3.
This record from the OMol25 dataset describes a single C18H22ClN5 molecule at a distorted geometry. The level of theory is ωB97M-V/def2-TZVPD.

As for the structure (SMILES): CC[C@H](Nc1nc(Cl)nc2c1cnn2C)c1ccc(C(C)C)cc1. The charge is 0. The spin multiplicity is 1. The calculation puts the maximum force at 6.0 eV/A. The energy relative to the best compared isomer or geometry (same formula, charge and spin) comes out at 2.1327 eV. The LUMO energy is 0.47 eV.

Each line ends with the natural charge from an NBO analysis.
Element x y z (Å)
1 Cl 2.09061 -4.50530 -1.05846  0.00
2 N -3.41671 -2.23105 -2.92273  -0.19
3 N -0.47080 -4.06462 -1.85079  -0.51
4 N 0.97677 -2.10987 -1.67500  -0.52
5 C -2.52213 -1.35164 -2.64517  0.01
6 C 0.72726 -3.43571 -1.55096  0.43
7 C -1.40883 -3.19831 -2.25098  0.39
8 C -0.08336 -1.39966 -1.93175  0.49
9 C -0.15297 1.87195 0.45451  -0.20
10 C 1.75655 0.52370 1.14230  -0.22
11 C -0.31466 2.16825 1.73867  -0.20
12 C 1.40141 0.78381 2.39656  -0.20
13 C -1.27007 -1.90910 -2.21153  -0.30
14 C 0.91479 1.01621 0.15153  -0.02
15 C 0.37506 1.63048 2.83333  -0.01
16 N -2.74391 -3.43363 -2.74945  -0.21
17 N 0.00785 0.01692 -1.87579  -0.60
18 C -3.23774 -4.69945 -3.07299  -0.41
19 C 1.64776 1.73237 -3.61044  -0.60
20 C -0.06009 0.78916 5.18618  -0.60
21 C 1.34835 2.77135 4.81473  -0.59
22 C 1.13057 0.79195 -1.36057  -0.06
23 C 1.11263 2.05443 -2.22527  -0.39
24 C 0.15742 2.00639 4.30066  -0.23
25 H -2.72158 -0.29220 -2.63992  0.20
26 H -0.86019 2.26784 -0.33233  0.21
27 H 2.66957 0.07508 0.98846  0.22
28 H -1.11800 2.95236 1.92711  0.20
29 H 1.87453 0.39854 3.29648  0.20
30 H -0.88404 0.40972 -1.55283  0.38
31 H -2.62456 -5.50985 -2.64192  0.24
32 H -3.15343 -4.83023 -4.15297  0.20
33 H -4.23938 -4.84474 -2.77052  0.21
34 H 1.10656 1.04583 -4.20321  0.22
35 H 2.67655 1.25165 -3.40322  0.19
36 H 1.72278 2.68720 -4.17071  0.21
37 H 0.67362 0.03213 4.96313  0.21
38 H -0.11224 1.20309 6.20895  0.21
39 H -1.04760 0.32732 4.94096  0.21
40 H 1.48461 3.68020 4.26527  0.21
41 H 1.31370 3.04048 5.84252  0.21
42 H 2.19851 2.20918 4.65696  0.20
43 H 2.14323 0.33684 -1.63566  0.23
44 H 0.03965 2.27538 -2.40140  0.19
45 H 1.66780 2.80562 -1.68542  0.21
46 H -0.77585 2.65994 4.47370  0.21

***

4.
This record from the OMol25 dataset describes a single C18H22F2N2O molecule at a distorted geometry. The level of theory is ωB97M-V/def2-TZVPD.

As for the structure (SMILES): CCCN(CCc1ccc(F)c(F)c1)C[C@@H](O)c1cccnc1. The charge is 0. The spin multiplicity is 1. The calculation puts the maximum force at 5.2 eV/A. The energy relative to the best compared isomer or geometry (same formula, charge and spin) comes out at 1.9631 eV. The LUMO energy is 0.68 eV.

Each line ends with the natural charge from an NBO analysis.
Element x y z (Å)
1 F 0.32445 3.37688 5.96511  -0.29
2 F 3.09125 3.18868 4.94669  -0.31
3 N -4.16600 -2.52027 0.02129  -0.40
4 O -0.40830 -2.07158 -1.63176  -0.74
5 C -5.14506 -1.80819 -0.57383  0.01
6 C -2.91188 -2.28940 -0.45861  0.05
7 C -4.91291 -0.80367 -1.42070  -0.26
8 C -0.30363 2.14420 4.16213  -0.23
9 C -0.06736 1.20174 3.04390  -0.21
10 C 2.27061 1.66394 3.41678  -0.26
11 C -3.61810 -0.48752 -1.83597  -0.17
12 C 0.71614 2.70203 4.93040  0.31
13 C 2.01367 2.50535 4.50081  0.33
14 C 1.23021 0.98132 2.74744  -0.03
15 C -2.54737 -1.24870 -1.37334  -0.07
16 N 0.86650 -0.01388 -0.88696  -0.48
17 C 2.77191 -1.33542 -3.66142  -0.62
18 C 1.57460 0.15107 1.55594  -0.43
19 C -1.19755 -0.92197 -1.75397  0.05
20 C 1.45886 0.88193 0.15175  -0.20
21 C -0.56527 0.03460 -0.81871  -0.21
22 C 1.50870 0.27629 -2.17599  -0.23
23 C 2.67820 -0.74668 -2.21876  -0.40
24 H 0.55579 -1.79934 -1.47568  0.50
25 H -6.11719 -1.90668 -0.19341  0.19
26 H -2.10931 -2.82132 0.05444  0.21
27 H -5.76193 -0.19541 -1.82597  0.22
28 H -1.26397 2.28077 4.48722  0.22
29 H -0.76694 0.59393 2.52174  0.22
30 H 3.37363 1.39145 3.21288  0.23
31 H -3.30910 0.36881 -2.51681  0.21
32 H 1.85031 -1.91006 -3.99385  0.22
33 H 3.67588 -1.99138 -3.63527  0.21
34 H 2.99078 -0.53755 -4.37530  0.20
35 H 2.58808 -0.24676 1.59342  0.22
36 H 0.88663 -0.74620 1.48024  0.22
37 H -1.30157 -0.61230 -2.73785  0.17
38 H 0.84285 1.85120 0.23185  0.18
39 H 2.41378 1.27590 -0.09937  0.20
40 H -0.92938 -0.24453 0.11373  0.20
41 H -1.09526 1.07361 -0.82946  0.17
42 H 1.90091 1.19798 -2.26717  0.19
43 H 0.87490 -0.01676 -3.06665  0.20
44 H 3.60826 -0.31246 -1.85088  0.20
45 H 2.43117 -1.55368 -1.46011  0.20

***

5.
This record from the OMol25 dataset describes a molecular structure, C18H22FN3O3S at a distorted geometry. The level of theory is ωB97M-V/def2-TZVPD.

The charge is 0. The spin multiplicity is 1. The calculation puts the maximum force at 19.1 eV/A. The energy relative to the best compared isomer or geometry (same formula, charge and spin) comes out at 17.1648 eV. The LUMO energy is -0.68 eV.

Each line ends with the natural charge from an NBO analysis.
Element x y z (Å)
1 C -4.65227 -1.22462 1.20910  -0.59
2 H -3.64572 -1.22362 1.72610  0.21
3 C -4.41213 -2.12147 -0.05546  -0.38
4 H -4.34927 -3.25082 0.33689  0.18
5 H -5.47009 -2.40491 -0.76004  0.19
6 C -3.47955 -1.92730 -0.91763  -0.27
7 N -2.23757 -2.02331 -0.12925  -0.65
8 C -1.39057 -0.80027 -0.23743  0.68
9 O -1.69295 0.31492 -0.64340  -0.58
10 C -0.08704 -1.15880 0.63144  0.35
11 C 0.87144 -0.16091 1.13171  -0.31
12 C 1.69033 -1.25105 1.59547  0.24
13 N 1.29521 -2.72008 1.46625  -0.13
14 O 0.11641 -2.32457 0.97608  -0.26
15 C 3.13849 -1.15498 2.11882  -0.67
16 H 3.25624 -0.11352 2.55999  0.27
17 H 3.35321 -1.90039 3.19094  0.25
18 S 4.35106 -1.81266 1.10484  0.27
19 C 3.62549 -1.18204 -0.52815  -0.16
20 C 2.89697 -2.23329 -1.11387  -0.21
21 C 2.11792 -1.94075 -2.42334  -0.16
22 C 1.89908 -0.50067 -2.48843  0.37
23 C 2.61743 0.51684 -1.84646  -0.25
24 C 3.32219 0.09924 -0.63000  -0.24
25 H 3.85754 0.97849 -0.44343  0.25
26 H 2.57501 1.45631 -2.19717  0.23
27 F 1.26750 -0.43767 -3.70617  -0.35
28 H 1.71927 -2.52466 -2.97109  0.17
29 H 2.97040 -3.35052 -0.83764  0.25
30 C 1.22595 1.06944 1.23962  0.64
31 O 2.09914 1.66546 1.81884  -0.57
32 N 0.35791 1.83765 0.28689  -0.61
33 H -0.34881 1.47401 -0.08007  0.38
34 C 0.41167 3.18462 0.40147  -0.04
35 C -0.95707 3.78369 0.87141  -0.55
36 H -1.65462 3.72861 0.21050  0.19
37 H -1.14447 3.48729 1.68810  0.17
38 H -0.90967 4.95597 1.16113  0.18
39 C 0.78583 3.87274 -0.94849  -0.59
40 H -0.01491 3.57869 -1.60890  0.20
41 H 0.85740 4.83777 -0.81891  0.20
42 H 1.66750 3.57909 -0.99490  0.19
43 H 1.10877 3.55613 1.17510  0.22
44 H -1.91468 -2.92023 0.12989  0.42
45 H -3.65014 -0.75548 -1.40302  0.22
46 H -3.24920 -2.58604 -1.83775  0.23
47 H -5.45615 -1.60603 1.80667  0.22
48 H -4.73852 -0.36630 0.78377  0.20